(1)
# C4H6ClNO3

C4H6ClNO3 in the gas phase in a non-equilibrium geometry (ωB97M-V/def2-TZVPD, the OMol25 dataset).

Geometry as ORCA input:
```
! wB97M-V def2-TZVPD RIJCOSX def2/J DEFGRID3
* xyz 0 1
C 1.2136 0.1643 -0.6937
C -0.2638 1.6575 -1.6594
C -0.4948 -0.7702 1.7247
C -0.4635 -1.2740 0.3359
N -0.0286 2.1117 -0.4833
O 0.5168 0.5774 -1.9732
O 0.8894 1.2945 0.1479
O 0.8858 -1.0162 -0.2295
Cl -1.2901 2.3183 -2.7509
H 2.3098 0.1274 -0.7262
H 0.3774 -0.9815 2.2871
H -0.8369 0.2250 1.9599
H -1.1416 -1.3388 2.3292
H -1.1442 -0.7415 -0.2705
H -0.5294 -2.3541 0.0022
*
```

* SMILES string: CCO[C@@H]1ON=C(Cl)O1
* LUMO energy: 0.76 eV
* energy relative to the best compared isomer or geometry (same formula, charge and spin): 2.804 eV
* strongest force on any atom: 4.3 eV Å⁻¹
* frontier orbital gap: 10.10 eV

=====

(2)
# C5H10Si

C5H10Si in the gas phase in a non-equilibrium geometry (ωB97M-V/def2-TZVPD, the OMol25 dataset).

Geometry as ORCA input:
```
! wB97M-V def2-TZVPD RIJCOSX def2/J DEFGRID3
* xyz 0 1
C 0.0589 0.0581 1.4427
C -0.8075 1.1079 1.5041
C -0.9605 -0.8787 -0.6080
C 0.2754 -0.7711 0.2010
C 1.5699 -0.1378 -0.5100
Si -1.5836 1.3049 -0.2907
H 0.5847 -0.1421 2.3466
H -1.0286 1.8077 2.3163
H -0.7700 -1.0416 -1.7291
H -1.5379 -1.6601 -0.2526
H 0.6087 -1.8328 0.3941
H 1.5730 -0.3126 -1.5484
H 2.5412 -0.6390 -0.0575
H 1.6777 0.8943 -0.2650
H -3.0136 1.6164 -0.5177
H -0.7815 1.7741 -1.4544
*
```

* SMILES string: C[C@H]1C=C[SiH2]C1
* LUMO energy: 0.80 eV
* energy relative to the best compared isomer or geometry (same formula, charge and spin): 1.697 eV
* strongest force on any atom: 5.2 eV Å⁻¹
* frontier orbital gap: 9.40 eV

=====

(3)
# C63H56KN8O5S4

A molecular structure, C63H56KN8O5S4 in a non-equilibrium geometry (ωB97M-V/def2-TZVPD, the OMol25 dataset).

Geometry as ORCA input:
```
! wB97M-V def2-TZVPD RIJCOSX def2/J DEFGRID3
* xyz -1 1
K 0.1295 -0.1539 -0.0782
N -1.8635 -0.0599 1.1942
S -3.1339 0.5722 0.9779
N -4.5383 -0.3585 1.2875
S -4.4465 -1.8935 1.2979
N -3.2025 -2.7417 1.1465
S -2.0475 -3.1361 -0.0313
N -0.9705 -2.2853 -0.4664
C -1.5277 -4.6415 0.7880
C -0.1928 -4.9496 0.5664
C 0.3456 -6.0847 1.1611
C -0.4512 -6.8925 1.9547
C -1.7853 -6.5667 2.1739
C -2.3277 -5.4329 1.5966
C -3.1084 -3.7363 -1.3524
C -3.5698 -2.7536 -2.2193
C -4.2938 -3.1159 -3.3399
C -4.5366 -4.4576 -3.6067
C -4.0566 -5.4312 -2.7452
C -3.3402 -5.0745 -1.6107
C -5.0476 -2.3900 2.9055
C -4.1775 -2.9940 3.7966
C -4.6362 -3.2915 5.0728
C -5.9409 -2.9923 5.4342
C -6.8008 -2.3839 4.5272
C -6.3540 -2.0719 3.2540
C -5.7422 -2.4671 0.1987
C -6.0009 -3.8312 0.1354
C -6.9502 -4.2923 -0.7575
C -7.6323 -3.3926 -1.5713
C -7.3671 -2.0340 -1.4958
C -6.4122 -1.5600 -0.6045
C -3.6672 1.1790 -0.6451
C -2.8487 1.0244 -1.7458
C -3.3093 1.4394 -2.9935
C -4.5593 2.0135 -3.1276
C -5.3626 2.1896 -2.0054
C -4.9150 1.7733 -0.7672
C -3.5080 1.9916 1.9978
C -3.0212 3.2224 1.5846
C -3.0392 4.2872 2.4751
C -3.5403 4.1118 3.7551
C -4.0237 2.8733 4.1561
C -3.9988 1.7998 3.2804
H 0.4135 -4.2774 -0.0252
H 1.3929 -6.3105 1.0213
H -0.0299 -7.7723 2.4217
H -2.3985 -7.1914 2.8090
H -3.3577 -5.1567 1.7825
H -3.3396 -1.7126 -2.0262
H -4.6514 -2.3513 -4.0170
H -5.0836 -4.7409 -4.4943
H -4.2281 -6.4782 -2.9603
H -2.9590 -5.8396 -0.9489
H -3.1657 -3.2144 3.4928
H -3.9663 -3.7568 5.7820
H -6.2909 -3.2298 6.4288
H -7.8166 -2.1468 4.8114
H -7.0058 -1.5837 2.5443
H -5.4505 -4.5199 0.7603
H -7.1501 -5.3533 -0.8309
H -8.3685 -3.7592 -2.2735
H -7.8910 -1.3362 -2.1364
H -6.1776 -0.5111 -0.5367
H -1.8443 0.6353 -1.6893
H -2.6654 1.3264 -3.8535
H -4.9033 2.3427 -4.0980
H -6.3318 2.6597 -2.0959
H -5.5342 1.9093 0.1105
H -2.5937 3.3580 0.6001
H -2.6306 5.2403 2.1695
H -3.5381 4.9403 4.4491
H -4.4060 2.7403 5.1589
H -4.3501 0.8249 3.5836
C 1.5147 0.7428 3.8495
C 1.1012 1.8254 2.9219
N 0.7141 1.6448 1.6831
C 0.4358 2.8874 1.1803
C 0.6444 3.8375 2.1474
N 1.0688 3.1389 3.2520
C 0.4700 5.2981 2.2494
O -0.0204 5.9015 1.1915
O 0.7478 5.8758 3.2839
C -0.0502 3.0720 -0.2300
O -0.4202 4.2401 -0.5376
O -0.0819 2.0784 -0.9669
H 1.4623 -0.1996 3.3062
H 0.8711 0.7086 4.7280
H 2.5459 0.8803 4.1776
H 1.3218 3.5818 4.1216
H -0.1604 5.2094 0.4240
C 6.4676 -0.4657 0.9420
C 5.4457 0.3656 0.4332
C 4.1398 -0.0179 0.5574
C 3.7503 -1.2320 1.1849
C 2.3407 -1.5457 1.2520
C 2.1269 -2.7517 1.9053
C 3.1264 -3.5936 2.4404
C 4.4477 -3.2611 2.3375
C 4.7921 -2.0476 1.6951
C 6.1425 -1.6408 1.5565
H 7.5059 -0.1678 0.8460
H 5.6982 1.3031 -0.0458
H 3.3402 0.6094 0.1766
H 1.1043 -3.0927 2.0455
H 2.8485 -4.5121 2.9434
H 5.2278 -3.8966 2.7402
H 6.9217 -2.2834 1.9519
C 3.9619 1.2455 -6.2835
C 4.4892 0.1652 -5.3510
C 3.5675 -0.1333 -4.1765
N 2.3112 -0.6914 -4.6384
C 1.5692 -1.5300 -3.9019
S 1.9109 -2.0396 -2.3862
N 0.3475 -1.9091 -4.4988
C -0.0181 -2.0906 -5.8079
O -1.1956 -2.1184 -6.1315
C 1.0568 -2.3341 -6.8281
C 2.1553 -3.1449 -6.5586
C 3.0792 -3.4025 -7.5577
C 2.9178 -2.8371 -8.8157
C 1.8180 -2.0362 -9.0875
C 0.8768 -1.7978 -8.0980
H 4.6974 1.5015 -7.0447
H 3.7179 2.1549 -5.7338
H 3.0638 0.9270 -6.8149
H 5.4586 0.4677 -4.9471
H 4.6542 -0.7581 -5.9120
H 3.3670 0.7710 -3.5889
H 4.0128 -0.8561 -3.4904
H 1.8701 -0.2430 -5.4260
H -0.3779 -2.1261 -3.8219
H 2.2816 -3.5795 -5.5783
H 3.9274 -4.0397 -7.3520
H 3.6485 -3.0298 -9.5895
H 1.6880 -1.6059 -10.0706
H -0.0013 -1.2000 -8.2932
*
```

* LUMO energy: 1.64 eV
* energy relative to the best compared isomer or geometry (same formula, charge and spin): 0.115 eV
* strongest force on any atom: 2.1 eV Å⁻¹
* frontier orbital gap: 4.88 eV

=====

(4)
# C10H27ClIO2OsP2

A molecular structure, C10H27ClIO2OsP2 in a non-equilibrium geometry (ωB97M-V/def2-TZVPD, the OMol25 dataset).

Geometry as ORCA input:
```
! wB97M-V def2-TZVPD RIJCOSX def2/J DEFGRID3
* xyz 3 5
C 0.9918 -2.0175 -1.0874
C -0.2599 -1.1570 -0.6049
H 0.8525 -3.0125 -0.6035
H 2.2473 -1.9200 -0.3565
H 1.2176 -2.1557 -2.1712
O -1.3088 -1.7307 -0.4377
I -2.3148 0.9705 0.7567
Os 2.2179 -0.3824 -0.5844
P 0.2097 0.8579 -2.0183
C -1.5854 0.6779 -2.5618
C 0.0809 2.6839 -2.2969
H -0.2051 2.8302 -3.3440
H 0.4491 0.9364 -4.3736
H 1.0262 3.1988 -2.1177
H 2.0189 0.4792 -3.5250
H -2.1777 1.5620 -2.2453
H -0.7281 3.0940 -1.6852
C 0.9308 0.3057 -3.6140
H -1.6012 0.7474 -3.6639
H 0.6309 -0.7444 -3.7266
H -2.0342 -0.2575 -2.1947
P 1.4303 -0.2275 1.6094
C 0.0408 -0.9080 2.6519
C 2.7959 -1.2702 2.2333
H 2.2825 2.0146 2.3476
H 1.8987 1.0010 3.7268
H 0.5874 1.7466 2.8568
C 1.5676 1.2777 2.7181
H 3.6911 -1.0255 1.6358
H 2.9417 -1.0314 3.2923
H 0.4006 -1.2161 3.6220
H -0.4444 -1.7559 2.2018
H 2.4962 -2.3249 2.1566
H -0.7125 -0.1526 2.8494
Cl 2.9688 1.8453 -0.3220
C -4.6914 -0.3798 2.3970
C -4.3192 -1.3820 1.3114
O -3.2537 -2.3128 1.4512
H -4.4226 -0.6930 3.4188
H -5.7792 -0.3321 2.1792
H -4.2763 0.6334 2.2215
H -5.2016 -2.0386 1.0585
H -4.0765 -0.7966 0.4042
H -2.6246 -2.0172 0.7524
*
```

* LUMO energy (spin up / spin down): -12.82 / -14.48 eV
* expectation value of S²: 6.152
* strongest force on any atom: 5.6 eV Å⁻¹
* frontier orbital gap (spin up / spin down): 6.34 / 4.94 eV

=====

(5)
# C12H26N3O

A gas-phase ion, C12H26N3O (charge +1) in a non-equilibrium geometry (ωB97M-V/def2-TZVPD, the OMol25 dataset).

Geometry as ORCA input:
```
! wB97M-V def2-TZVPD RIJCOSX def2/J DEFGRID3
* xyz 1 1
C 1.5039 3.6548 0.5299
C 2.4366 2.4914 0.2718
O 3.2795 2.2708 1.0614
N 2.3257 1.7713 -0.9019
C 0.9517 1.5227 -1.3476
C 3.1932 0.5800 -0.9098
C 2.8779 -0.5261 0.1071
C 1.9947 -1.6984 -0.3942
C 0.9350 -2.0998 0.6471
C -0.3755 -1.3433 0.5407
C -1.0387 -1.6615 -0.7719
N -2.4276 -1.0660 -0.9066
C -2.8103 -0.2055 0.2593
C -4.2672 0.1858 0.0553
C -2.5788 -0.9597 1.5603
N -1.3066 -1.7273 1.6203
H 1.3890 3.8129 1.5918
H 0.5187 3.5452 0.0889
H 1.9721 4.5385 0.1083
H 0.7188 2.2099 -2.1595
H 0.1970 1.6816 -0.5829
H 0.8249 0.5279 -1.7519
H 4.2052 0.9404 -0.8148
H 3.1274 0.1581 -1.9088
H 3.8349 -0.9589 0.3714
H 2.4947 -0.1275 1.0357
H 1.5815 -1.5351 -1.3838
H 2.6326 -2.5672 -0.4881
H 1.3289 -1.8487 1.6265
H 0.7389 -3.1685 0.6680
H -0.1324 -0.2853 0.6744
H -0.4668 -1.3415 -1.6247
H -1.1434 -2.7387 -0.8462
H -2.4468 -0.4605 -1.7258
H -3.1084 -1.8202 -0.9854
H -2.2097 0.6978 0.2646
H -4.6119 0.8907 0.7959
H -4.3418 0.6484 -0.9253
H -4.8733 -0.7140 0.0253
H -3.4138 -1.6466 1.6927
H -2.6512 -0.2429 2.3687
H -0.8588 -1.3850 2.4637
*
```

* SMILES string: CC(=O)N(C)CCCC[C@H]1C[NH2+][C@@H](C)CN1
* LUMO energy: -3.29 eV
* strongest force on any atom: 3.5 eV Å⁻¹
* frontier orbital gap: 8.56 eV

=====

(6)
# C33H27AsCrN6O8S

A molecular structure, C33H27AsCrN6O8S in a non-equilibrium geometry (ωB97M-V/def2-TZVPD, the OMol25 dataset).

Geometry as ORCA input:
```
! wB97M-V def2-TZVPD RIJCOSX def2/J DEFGRID3
* xyz 1 4
Cr -0.0622 0.0405 0.3664
O 6.6500 -0.2051 1.2665
C 6.1848 0.0249 0.1485
O 6.6160 0.1686 -0.9969
C 4.5801 0.1191 0.1894
C 3.8516 0.0927 -0.9910
C 2.4716 0.1029 -0.9135
N 1.8464 0.1415 0.2757
C 2.5450 0.2338 1.4191
C 3.9262 0.2213 1.4095
C 1.6864 0.2237 2.6128
C 2.1617 0.4061 3.8991
C 1.2856 0.2978 4.9649
C -0.0392 -0.0276 4.7132
C -0.4441 -0.1783 3.4030
N 0.3802 -0.0372 2.3624
C 1.5326 0.1069 -2.0430
C 1.9191 0.1854 -3.3734
C 0.9478 0.2649 -4.3552
C -0.3899 0.2843 -3.9801
C -0.6990 0.1976 -2.6397
N 0.2288 0.0898 -1.6834
H 4.3829 0.0628 -1.9329
H 4.5181 0.2521 2.3147
H 3.2061 0.6348 4.0533
H 1.6306 0.4581 5.9772
H -0.7546 -0.1561 5.5122
H -1.4721 -0.4282 3.1804
H 2.9686 0.2003 -3.6286
H 1.2298 0.3284 -5.3972
H -1.1754 0.3782 -4.7156
H -1.7296 0.2347 -2.3068
O 0.8599 2.8537 1.6480
C 0.1058 2.9722 0.6917
O -0.4926 2.0003 0.0657
C -0.1771 4.3443 0.1549
C -0.6714 4.5193 -1.1276
C -0.8404 5.8028 -1.6168
C -0.5464 6.9177 -0.8557
C -0.0681 6.7159 0.4265
C 0.1332 5.4479 0.9388
N 0.2504 7.8858 1.2661
O 0.6429 7.6658 2.3940
O 0.0918 8.9808 0.7710
N -1.3343 5.9802 -2.9923
O -1.5315 7.1123 -3.3740
O -1.5235 4.9709 -3.6468
H -0.9161 3.6685 -1.7456
H -0.6827 7.9142 -1.2493
H 0.5339 5.3144 1.9325
S -0.9721 -4.2702 -0.8151
C -0.8840 -2.5800 -0.6562
N -0.0500 -2.1016 0.2281
C 0.6273 -3.1469 0.8685
C 1.6153 -3.0749 1.8546
C 2.1558 -4.2383 2.3572
C 1.7472 -5.4939 1.9002
C 0.7832 -5.5957 0.9219
C 0.2375 -4.4209 0.4178
H -1.4999 -1.9459 -1.2778
H 1.9711 -2.1309 2.2189
H 2.9197 -4.1709 3.1201
H 2.1960 -6.3874 2.3111
H 0.4621 -6.5581 0.5470
C -3.9444 0.2363 -0.7179
As -2.5931 -0.0004 0.6775
C -3.1564 1.4601 1.8402
C -3.3848 -1.5776 1.5458
H -4.9232 0.2902 -0.2453
H -3.9382 -0.5991 -1.4175
H -3.7606 1.1638 -1.2588
H -4.0721 1.2141 2.3733
H -3.3347 2.3307 1.2103
H -2.3740 1.7165 2.5520
H -4.1928 -1.2748 2.2084
H -2.6445 -2.1375 2.1172
H -3.7912 -2.2386 0.7811
*
```

* LUMO energy (spin up / spin down): -4.00 / -4.31 eV
* expectation value of S²: 3.781
* energy relative to the best compared isomer or geometry (same formula, charge and spin): 0.577 eV
* strongest force on any atom: 1.3 eV Å⁻¹
* frontier orbital gap (spin up / spin down): 6.24 / 5.92 eV

=====

(7)
# C4H6OS

C4H6OS in the gas phase in a non-equilibrium geometry (ωB97M-V/def2-TZVPD, the OMol25 dataset).

Geometry as ORCA input:
```
! wB97M-V def2-TZVPD RIJCOSX def2/J DEFGRID3
* xyz 0 3
C 1.2094 1.2247 0.9936
C 1.0660 0.5835 -0.2071
C -0.0631 -0.3705 -0.5389
C -1.3521 -0.3600 0.2565
O -0.7234 -2.2251 -2.0350
S 0.3196 -1.2732 -1.8573
H 2.0596 1.8292 1.3223
H 0.5379 1.0320 1.7882
H 1.6579 0.6183 -1.0270
H -0.9880 0.0384 1.1552
H -1.6987 -1.3973 0.4319
H -2.0250 0.3001 -0.2824
*
```

* LUMO energy (spin up / spin down): 0.87 / -2.17 eV
* expectation value of S²: 2.036
* energy relative to the best compared isomer or geometry (same formula, charge and spin): 1.386 eV
* strongest force on any atom: 6.8 eV Å⁻¹
* frontier orbital gap (spin up / spin down): 7.40 / 8.07 eV

=====

(8)
# N2O3S

N2O3S in the gas phase in a non-equilibrium geometry (ωB97M-V/def2-TZVPD, the OMol25 dataset).

Geometry as ORCA input:
```
! wB97M-V def2-TZVPD RIJCOSX def2/J DEFGRID3
* xyz 0 1
N 1.1004 -0.5356 0.8103
N -0.9351 0.3481 -0.6537
O -0.9877 0.9164 0.3816
O 2.1224 -0.9840 1.1323
O -1.7280 0.2433 -1.5291
S 0.6565 -0.4970 -1.0291
*
```

* SMILES string: O=NS[N+](=O)[O-]
* LUMO energy: -1.10 eV
* energy relative to the best compared isomer or geometry (same formula, charge and spin): 5.382 eV
* strongest force on any atom: 2.0 eV Å⁻¹
* frontier orbital gap: 9.04 eV

=====

(9)
# C6H9N

C6H9N in the gas phase in a non-equilibrium geometry (ωB97M-V/def2-TZVPD, the OMol25 dataset).

Geometry as ORCA input:
```
! wB97M-V def2-TZVPD RIJCOSX def2/J DEFGRID3
* xyz 0 1
C -1.7671 0.7779 0.7895
C -0.4890 0.1481 0.2179
C -0.3081 -1.3268 0.2425
C 0.8609 -0.5413 0.7237
C 1.5940 0.1215 -0.4386
N 1.2198 -0.4892 -1.6801
C 0.3803 0.7380 -0.9298
H -1.8345 1.8693 0.6812
H -1.8610 0.5606 1.8596
H -2.6729 0.3595 0.3166
H -0.8454 -1.8037 1.0576
H -0.2847 -1.8443 -0.7059
H 1.3608 -0.7171 1.6716
H 2.5327 0.6415 -0.3197
H 1.9218 -0.2760 -2.4044
H 0.2017 1.7672 -1.2604
*
```

* SMILES string: C[C@]12C[C@H]1[C@H]1N[C@H]12
* LUMO energy: 1.11 eV
* energy relative to the best compared isomer or geometry (same formula, charge and spin): 4.388 eV
* strongest force on any atom: 1.2 eV Å⁻¹
* frontier orbital gap: 9.32 eV

=====

(10)
# C7H14O

2 unconnected molecules or ions with the total composition C7H14O in a non-equilibrium geometry (ωB97M-V/def2-TZVPD, the OMol25 dataset).

Geometry as ORCA input:
```
! wB97M-V def2-TZVPD RIJCOSX def2/J DEFGRID3
* xyz -1 2
C -0.6507 -3.6257 -0.9561
C 0.7262 -2.9730 -0.6830
C 0.5245 -1.4851 -0.3659
C -0.5943 -0.8585 0.1960
C -0.9385 0.5094 0.0548
C -2.1023 1.0752 0.5536
C -2.2853 2.5627 0.5821
H -1.4546 -3.3532 -0.2885
H -0.9659 -3.2968 -1.9442
H -0.5323 -4.7151 -0.9666
H 1.2347 -2.8735 -1.6441
H 1.2702 -3.4805 0.1167
H 1.4440 -0.8736 -0.3341
H -1.2992 -1.4779 0.7514
H -0.2732 1.1561 -0.5088
H -2.9502 0.4535 0.8180
H -3.1125 2.9005 -0.0714
H -1.4286 3.0284 0.0795
H -2.4543 3.0274 1.5671
H 5.3945 4.2301 0.5020
H 4.8133 5.0655 1.5387
O 5.6344 5.0043 1.0028
*
```

* LUMO energy (spin up / spin down): 2.88 / 2.86 eV
* expectation value of S²: 0.777
* energy relative to the best compared isomer or geometry (same formula, charge and spin): 0.668 eV
* strongest force on any atom: 2.7 eV Å⁻¹
* frontier orbital gap (spin up / spin down): 2.64 / 4.91 eV

=====

(11)
# C6H10O

3 unconnected molecules or ions with the total composition C6H10O (ωB97M-V/def2-TZVPD, the OMol25 dataset).

Geometry as ORCA input:
```
! wB97M-V def2-TZVPD RIJCOSX def2/J DEFGRID3
* xyz 0 1
C 1.0853 -0.2779 -1.8131
C -0.0894 0.1817 -0.9782
O -0.8054 -1.0357 -0.5165
C -1.1096 -0.8745 0.7275
C -0.5092 0.2393 1.4691
C 0.9902 0.2143 1.3267
C 0.1834 0.9430 0.3029
H 0.7544 -0.8908 -2.6566
H 1.7891 -0.8554 -1.2076
H 1.6092 0.5974 -2.2053
H -0.8277 0.7086 -1.5921
H -2.6482 0.1398 1.0708
H -1.6835 -1.6944 1.1456
H -1.9626 0.4563 1.5912
H 1.5270 -0.6888 1.0379
H 1.5057 0.8095 2.0698
H 0.1913 2.0276 0.2280
*
```

* LUMO energy: 0.47 eV
* energy relative to the best compared isomer or geometry (same formula, charge and spin): 5.746 eV
* strongest force on any atom: 0.5 eV Å⁻¹
* frontier orbital gap: 7.91 eV